Record 1
Below is a molecular structure, CH4NOP at a distorted geometry, with properties calculated with ωB97M-V/def2-TZVPD.

Highest occupied orbital energy ... -0.3596 Eh
Charge ... 0
E_LUMO ... 0.0244 hartree
Energy above the lowest of the compared OMol25 structures with the same formula, charge and spin ... 167.4 kJ/mol

Atoms and positions in Å:
C -1.70 0.37 0.07
N -0.59 0.01 -0.22
O -2.74 0.76 0.38
P 0.75 -1.10 -0.03
H 1.81 1.37 1.03
H 1.25 1.78 0.57
H 0.01 -2.29 -0.36
H 1.20 -0.91 -1.45

Here are the Löwdin charges for atoms 1 to 2, given in e: number 1, C, carries -0.445; number 2, N, carries -0.243

=====

Record 2
Below is 2 unconnected molecules or ions with the total composition C3H9NO2S2 at a distorted geometry, with properties calculated with ωB97M-V/def2-TZVPD.

Highest occupied orbital energy ... -0.3258 Eh
Charge ... 0
Structure (SMILES) ... NC(=O)CCSS.O
E_LUMO ... 0.0116 hartree
Energy above the lowest of the compared OMol25 structures with the same formula, charge and spin ... 58.8 kJ/mol

Atoms and positions in Å:
N -1.93 1.53 0.67
C -1.28 0.60 1.43
O -1.54 0.28 2.57
C -0.16 -0.16 0.67
C -0.77 -0.94 -0.49
S 0.50 -2.13 -1.13
S 2.12 -1.05 -1.60
H -1.86 1.39 -0.32
H -2.66 2.14 0.99
H 0.46 0.63 0.25
H 0.21 -0.81 1.45
H -0.98 -0.28 -1.32
H -1.61 -1.56 -0.24
H 2.40 -0.40 -0.46
O -0.17 4.09 0.48
H -0.12 3.14 0.63
H 0.55 4.48 0.97

Here are the Löwdin charges for atoms 1 to 2, given in e: number 1, N, carries 0.161; number 2, C, carries -0.553

=====

Record 3
Below is a molecular structure, C38H41BrN4O5PtS at a distorted geometry, with properties calculated with ωB97M-V/def2-TZVPD.

Highest occupied orbital energy ... -0.0965 Eh
Charge ... -2
E_LUMO ... 0.1432 hartree
Energy above the lowest of the compared OMol25 structures with the same formula, charge and spin ... 13.6 kJ/mol

Atoms and positions in Å:
Pt -0.10 -0.48 0.02
C -3.08 -2.37 2.58
C -3.38 -1.17 1.69
C -4.52 -0.32 2.26
C -3.68 -1.56 0.25
C -4.62 -2.55 -0.01
C -4.92 -2.92 -1.31
C -4.27 -2.29 -2.37
C -3.33 -1.29 -2.15
C -2.68 -0.67 -3.38
C -1.25 -1.18 -3.60
C -2.73 0.86 -3.42
C -3.03 -0.93 -0.83
N -2.02 0.02 -0.55
C -2.39 1.27 -0.18
O -3.52 1.76 -0.31
C -1.27 2.05 0.45
C -1.30 3.38 0.84
C -0.19 3.91 1.48
C 0.89 3.08 1.86
C 0.94 1.84 1.22
N -0.15 1.36 0.64
C 2.09 0.88 1.28
O 3.19 1.22 1.73
N 1.78 -0.33 0.79
C 2.73 -1.38 0.80
C 2.65 -2.37 1.80
C 3.56 -3.41 1.78
C 4.52 -3.50 0.79
C 4.57 -2.54 -0.21
C 3.67 -1.48 -0.23
C 3.71 -0.46 -1.34
C 3.56 -1.12 -2.71
C 4.97 0.40 -1.25
C 1.60 -2.25 2.89
C 1.06 -3.59 3.37
C 2.15 -1.43 4.07
H -2.76 -2.04 3.56
H -2.30 -2.99 2.15
H -3.97 -3.00 2.71
H -2.48 -0.55 1.69
H -5.44 -0.90 2.31
H -4.69 0.56 1.64
H -4.27 0.01 3.27
H -5.12 -3.04 0.81
H -5.64 -3.70 -1.50
H -4.50 -2.58 -3.38
H -3.28 -1.03 -4.23
H -0.60 -0.85 -2.80
H -0.86 -0.79 -4.55
H -1.21 -2.27 -3.63
H -1.95 1.29 -2.79
H -3.68 1.24 -3.08
H -2.55 1.20 -4.44
H -2.17 3.97 0.61
H -0.18 4.95 1.77
H 1.85 3.54 2.07
H 3.51 -4.18 2.55
H 5.22 -4.33 0.79
H 5.31 -2.63 -1.00
H 2.85 0.20 -1.20
H 4.40 -1.79 -2.92
H 3.52 -0.36 -3.49
H 2.64 -1.70 -2.74
H 5.87 -0.21 -1.38
H 5.02 0.89 -0.27
H 4.97 1.17 -2.02
H 0.77 -1.69 2.47
H 1.81 -4.16 3.92
H 0.72 -4.20 2.53
H 0.22 -3.43 4.04
H 3.01 -1.96 4.51
H 1.39 -1.30 4.84
H 2.50 -0.45 3.74
Br -1.81 -1.31 8.27
C -0.50 -0.17 7.47
C 0.70 0.02 8.13
C 1.66 0.85 7.53
C 1.40 1.46 6.32
C 0.18 1.25 5.67
C -0.77 0.42 6.25
C -0.10 1.86 4.29
O 0.78 2.69 3.89
O -1.10 1.45 3.67
H 0.90 -0.47 9.07
H 2.61 1.00 8.03
H 2.13 2.09 5.83
H -1.70 0.25 5.72
O -0.48 -4.81 -1.03
S -0.76 -3.52 -0.38
N 0.11 -2.37 -0.72

Here are the Löwdin charges for atoms 1 to 2, given in e: number 1, Pt, carries 1.103; number 2, C, carries -0.066

=====

Record 4
Below is 9 unconnected molecules or ions with the total composition C30H33F8N2O29PS at a distorted geometry, with properties calculated with ωB97M-V/def2-TZVPD.

Highest occupied orbital energy ... -0.3838 Eh
Charge ... 0
Structure (SMILES) ... CS(=O)(=O)[C@H](C#N)[C@@H](C#N)CP(=O)(O)O.O=C1OC[C@@H](F)O1.O=C1OC[C@@H](F)O1.O=C1OC[C@@H](F)O1.O=C1OC[C@@H](F)O1.O=C1OC[C@@H](F)O1.O=C1OC[C@@H](F)O1.O=C1OC[C@@H](F)O1.O=C1OC[C@@H](F)O1
E_LUMO ... 0.0110 hartree

Atoms and positions in Å:
C -3.50 0.56 -1.56
S -2.38 -0.06 -2.79
O -1.97 1.04 -3.61
O -2.95 -1.22 -3.42
C -0.85 -0.60 -1.90
C -0.41 -1.89 -2.47
N 0.00 -2.86 -2.91
C -0.98 -0.63 -0.34
C -0.14 -1.71 0.21
N 0.52 -2.57 0.57
C -0.51 0.71 0.26
P -0.89 0.82 2.02
O -2.32 0.58 2.28
O -0.31 2.24 2.46
O 0.03 -0.24 2.76
H -3.08 0.62 -0.56
H -3.71 1.58 -1.88
H -4.41 -0.03 -1.60
H -0.11 0.15 -2.19
H -2.01 -0.84 -0.04
H 0.55 0.84 0.04
H -1.06 1.53 -0.23
H 0.06 2.74 1.72
H 0.97 0.02 2.78
O 2.52 -0.27 2.83
C 3.07 -1.30 3.08
O 2.51 -2.53 3.14
C 3.57 -3.48 3.37
C 4.65 -2.62 3.98
F 5.90 -3.02 3.67
O 4.39 -1.36 3.40
H 3.89 -3.91 2.42
H 3.23 -4.27 4.03
H 4.58 -2.52 5.07
O 1.90 -7.63 1.38
C 1.54 -7.05 0.41
O 2.38 -6.55 -0.54
C 1.59 -6.06 -1.63
C 0.28 -5.79 -0.95
F -0.78 -5.98 -1.77
O 0.26 -6.77 0.09
H 1.50 -6.82 -2.41
H 2.04 -5.16 -2.05
H 0.20 -4.80 -0.49
O 8.40 -8.11 -1.04
C 7.44 -7.71 -0.49
O 6.18 -8.19 -0.66
C 5.32 -7.54 0.29
C 6.08 -6.28 0.59
F 5.92 -5.85 1.86
O 7.43 -6.68 0.40
H 5.22 -8.17 1.18
H 4.35 -7.34 -0.13
H 5.86 -5.46 -0.09
O 2.34 3.02 1.56
C 3.52 2.94 1.44
O 4.36 2.41 2.34
C 5.67 2.37 1.77
C 5.58 3.43 0.69
F 6.32 3.14 -0.40
O 4.20 3.40 0.35
H 5.84 1.38 1.33
H 6.42 2.57 2.52
H 5.83 4.44 1.03
O -2.67 3.24 -0.01
C -3.68 3.84 0.20
O -4.66 3.41 1.03
C -5.63 4.46 1.14
C -5.40 5.24 -0.13
F -5.63 6.57 0.02
O -4.02 5.03 -0.36
H -5.42 5.06 2.03
H -6.64 4.05 1.22
H -5.97 4.89 -1.00
O -8.45 2.12 -1.32
C -9.19 2.22 -0.40
O -9.88 1.21 0.16
C -10.53 1.69 1.34
C -10.61 3.18 1.06
F -10.50 3.92 2.19
O -9.46 3.40 0.25
H -9.92 1.49 2.21
H -11.51 1.22 1.46
H -11.49 3.50 0.51
O -6.75 6.04 -3.07
C -6.53 7.20 -3.19
O -5.48 7.72 -3.88
C -5.62 9.14 -3.92
C -6.53 9.40 -2.73
F -7.36 10.44 -2.94
O -7.28 8.20 -2.66
H -6.12 9.43 -4.85
H -4.65 9.62 -3.85
H -6.00 9.55 -1.79
O 5.96 -2.78 0.57
C 6.92 -2.75 -0.13
O 7.28 -3.74 -0.98
C 8.37 -3.29 -1.78
C 8.95 -2.19 -0.91
F 9.47 -1.17 -1.64
O 7.80 -1.72 -0.21
H 8.00 -2.89 -2.72
H 9.07 -4.10 -1.97
H 9.69 -2.52 -0.19

Here are the Löwdin charges for atoms 1 to 2, given in e: number 1, C, carries -0.110; number 2, S, carries 0.665

=====

Record 5
Below is a molecular structure, C20H39N2O2OsP3 at a distorted geometry, with properties calculated with ωB97M-V/def2-TZVPD.

Highest occupied orbital energy (alpha / beta) ... -0.6791 / -0.7871 Eh
⟨S²⟩ ... 6.049
Charge ... +4
Multiplicity ... 5
E_LUMO (alpha / beta) ... -0.4584 / -0.6035 hartree
Energy above the lowest of the compared OMol25 structures with the same formula, charge and spin ... 35.2 kJ/mol

Atoms and positions in Å:
P -0.48 1.86 1.92
C -1.74 1.28 3.14
H -2.07 2.13 3.76
H -1.28 0.52 3.78
H -2.60 0.85 2.62
C 0.69 2.54 3.17
H 1.40 3.23 2.71
H 1.24 1.69 3.60
H 0.14 3.06 3.97
C -1.38 3.40 1.44
H -1.54 4.05 2.31
H -2.35 3.13 1.01
H -0.79 3.94 0.69
P -0.85 0.57 -2.67
C -2.51 -0.18 -2.98
H -2.70 -0.14 -4.06
H -3.29 0.39 -2.46
H -2.53 -1.22 -2.65
C -1.20 2.23 -3.33
H -0.27 2.78 -3.52
H -1.81 2.79 -2.61
H -1.77 2.13 -4.27
C 0.07 -0.28 -3.98
H -0.37 -0.02 -4.96
H 0.02 -1.36 -3.84
H 1.12 0.05 -3.96
P 2.09 -1.69 0.29
C 1.58 -3.43 0.60
H 2.44 -4.02 0.96
H 1.19 -3.88 -0.32
H 0.80 -3.44 1.37
C 3.41 -2.11 -0.92
H 3.95 -3.02 -0.61
H 4.12 -1.29 -1.04
H 2.93 -2.31 -1.89
C 3.09 -1.51 1.83
H 3.89 -2.27 1.87
H 2.42 -1.64 2.69
H 3.54 -0.51 1.86
Os -0.15 0.01 -0.30
C -1.91 0.64 -0.15
O -3.05 0.91 0.00
C -0.30 -1.63 -1.19
O -0.48 -2.68 -1.68
C 3.21 1.40 -1.77
C 3.61 1.47 -0.43
C 3.04 2.43 0.42
C 2.09 3.33 -0.08
C 1.69 3.25 -1.42
C 2.26 2.30 -2.27
H 3.62 0.63 -2.43
H 4.40 0.80 -0.05
H 3.32 2.45 1.48
H 1.68 4.12 0.58
H 0.91 3.93 -1.79
H 1.99 2.28 -3.34
C -3.46 -3.94 0.67
N -2.97 -2.85 1.55
C -3.49 -2.76 2.91
C -1.95 -2.10 1.29
N -1.02 -1.38 1.37
H -4.17 -4.53 1.25
H -2.63 -4.60 0.36
H -3.97 -3.55 -0.22
H -2.66 -2.86 3.63
H -4.00 -1.79 3.06
H -4.21 -3.58 3.06

Here are the Löwdin charges for atoms 1 to 2, given in e: number 1, P, carries 0.802; number 2, C, carries -0.248